[1]
74
Properties=species:S:1:pos:R:3 method="wB97M-V/def2-TZVPD" spin_multiplicity=2 lumo_energy_ev="0.36 / 0.15" homo_energy_ev="-6.945 / -6.943" energy_ha=-8749.1745
Cu 4.39872 -16.59493 3.67573
C 0.42969 -15.26785 4.67365
N 1.40985 -16.30649 4.79364
C 2.16868 -16.21730 6.03501
C 1.68528 -17.38619 3.98799
N 2.86784 -17.87697 4.02636
C 3.12264 -19.16197 3.53655
C 2.40457 -20.27491 4.01939
C 2.72155 -21.47926 3.39688
C 3.77417 -21.69596 2.52877
C 4.59012 -20.57778 2.19345
C 4.30271 -19.31930 2.74887
N 4.98892 -18.13504 2.45618
C 6.30472 -18.03696 2.25106
N 6.85506 -16.97613 1.58170
C 6.02222 -16.22718 0.63802
C 8.11060 -16.35187 1.99648
N 7.24111 -18.93732 2.62576
C 8.31875 -19.27347 1.67894
C 7.14468 -19.65048 3.84395
N 0.64559 -17.78153 3.16864
C -0.69267 -17.81201 3.70643
C 0.76379 -18.64022 2.04097
H 0.89959 -14.21488 4.71273
H -0.36043 -15.35356 5.42104
H -0.05314 -15.34239 3.72451
H 1.57478 -16.00485 6.91791
H 3.74518 -15.10321 5.24490
H 2.73221 -17.11602 6.17994
H 1.48414 -20.11283 4.62664
H 2.32542 -22.41130 3.84078
H 3.95858 -22.69515 2.14928
H 5.38554 -20.65616 1.46857
H 5.16704 -16.83108 0.39080
H 6.56709 -15.76696 -0.26379
H 5.54277 -15.36628 1.11943
H 8.49653 -16.77451 2.94365
H 7.93205 -15.22598 2.11266
H 8.80310 -16.52190 1.19210
H 8.05504 -18.88059 0.71763
H 8.35403 -20.33097 1.59223
H 9.24695 -18.81022 1.99328
H 6.35426 -19.23081 4.46165
H 8.12324 -19.74044 4.27423
H 6.81702 -20.67971 3.66211
H -0.80386 -17.53302 4.77452
H -1.11521 -18.82062 3.50172
H -1.26384 -17.08692 3.11028
H 1.82178 -18.66427 1.61426
H 0.07321 -18.30664 1.23289
H 0.49785 -19.71747 2.15940
C 6.15711 -17.47241 6.67297
C 6.71410 -16.23650 6.02424
C 7.82150 -15.56812 6.58538
C 8.33072 -14.37674 5.97636
C 7.62608 -13.89312 4.86164
C 8.03915 -12.78764 4.09581
Br 9.63041 -11.81643 4.48569
C 7.31347 -12.41662 3.01351
C 6.09321 -13.00066 2.72121
Br 5.19480 -12.14520 1.25043
C 5.55214 -14.10343 3.39437
O 4.45232 -14.64036 3.14448
C 6.41106 -14.56832 4.50213
N 5.96890 -15.69811 5.10331
H 5.63169 -17.34354 7.57470
H 7.06959 -18.05537 6.95756
H 5.44810 -17.95966 6.00735
H 8.34876 -15.98261 7.38796
H 9.19004 -13.87104 6.34152
H 7.72864 -11.50740 2.53162
S 2.51276 -13.75342 8.27176
C 3.21566 -14.18039 6.88963
N 3.14526 -15.13536 6.02094

[2]
19
Properties=species:S:1:pos:R:3 method="wB97M-V/def2-TZVPD" lumo_energy_ev=0.69 homo_energy_ev=-9.245 energy_ha=-402.2963 e_above_lowest_ev=2.228
C 1.18642 -0.98096 -0.10484
C 0.55852 0.40929 0.12139
N 2.63546 -0.93597 -0.04802
O 0.89606 0.92864 1.37676
O 0.99065 1.27405 -0.85302
H 0.60228 0.31841 2.06092
H 2.97370 -0.31517 -0.77762
H 2.93294 -0.52544 0.83310
H 0.89431 -1.34408 -1.08926
H 0.82053 -1.67642 0.65704
C -1.72632 -0.77307 -0.78630
C -1.10268 0.40310 -0.09358
C -1.83383 1.25266 0.62157
H 0.12071 1.86013 -0.73036
H -1.35152 -0.85528 -1.80797
H -1.49389 -1.71033 -0.27725
H -2.81160 -0.67629 -0.81231
H -2.91431 1.25020 0.59013
H -1.37744 2.09653 1.11962